Record 1
85
Properties=species:S:1:pos:R:3:forces:R:3 method="wB97M-V/def2-TZVPD" lumo_energy_ev=-1.71 charge=0
N 2.80287 -3.60188 1.22185 -0.736 -0.040 0.151
C 2.45261 -2.20870 1.50391 0.698 -0.114 -0.107
C 1.56150 -1.64954 0.39132 -0.046 -0.616 -0.330
N 0.70854 -0.38847 0.58379 -0.343 0.134 -0.112
C -0.72707 -0.64290 1.09436 0.062 0.074 -0.229
Br -1.64545 -1.16118 -0.57529 -0.009 -0.061 0.051
C -0.79552 -1.79824 2.11267 -0.131 -0.009 0.249
C -1.05635 -3.24482 1.68084 -0.024 -0.347 0.241
C -2.55159 -3.60805 1.70323 0.505 -0.169 -0.279
C -2.87782 -4.80850 0.83876 -0.430 -0.014 0.306
F -4.22724 -4.99737 0.87904 -0.008 0.047 -0.093
F -2.53402 -4.60368 -0.45452 0.081 -0.033 0.083
C -2.27107 -6.15190 1.30176 0.115 0.339 -0.172
F -2.78836 -7.15223 0.62679 -0.266 -0.477 -0.340
F -2.52338 -6.33604 2.59801 -0.008 0.027 0.318
F -0.94999 -6.16364 1.12185 0.295 0.112 0.044
C -1.39046 0.60179 1.79122 -0.095 -0.108 0.214
C -2.91484 0.53561 1.61002 -0.149 0.315 0.504
C -3.75577 1.28078 2.66269 -0.105 -0.043 -0.692
C -5.24779 1.00747 2.39153 0.345 0.123 0.175
C -5.82536 1.90848 1.30264 0.080 -0.223 -0.212
O -5.86892 1.15006 0.06344 -0.114 -0.211 0.524
C -6.77480 1.61969 -0.83259 -0.153 -0.504 0.070
O -6.62813 2.60497 -1.46567 0.088 0.863 -0.397
N -0.85961 1.96534 1.48762 0.105 0.013 0.113
Cl -1.05434 2.94034 2.91732 -0.001 -0.122 0.061
C 0.46672 2.08171 0.82890 -0.085 -0.178 0.026
C 1.10530 3.45280 1.13800 0.035 0.287 -0.346
C 2.33519 3.94274 0.37763 0.199 0.459 0.357
O 2.09300 4.10910 -1.00883 0.168 -0.449 -0.103
C 3.25978 3.76207 -1.74565 -0.083 0.013 0.117
C 2.97037 3.68158 -3.24188 0.010 0.127 0.049
F 3.06469 4.90733 -3.80894 0.050 -0.119 -0.032
F 1.70066 3.24195 -3.46395 0.226 0.132 0.008
C 3.99461 2.70713 -3.92251 -0.317 -0.131 0.689
F 4.28100 3.04252 -5.17091 -0.145 0.114 -0.328
F 5.14420 2.81011 -3.20383 0.156 -0.015 -0.031
C 3.52673 1.22577 -3.81451 -0.154 -0.260 -0.214
F 4.52590 0.41848 -4.13683 0.615 0.118 -0.520
F 3.27357 0.98569 -2.49818 -0.101 0.013 -0.184
C 2.26283 0.83628 -4.64051 -0.261 0.092 0.257
F 2.43672 -0.38277 -5.17355 0.030 0.100 0.000
F 2.05818 1.72486 -5.65002 0.102 -0.170 -0.001
P -0.12414 2.05865 -0.96031 0.420 -0.121 -0.298
O 0.72078 1.19648 -1.82627 -0.286 -0.268 0.121
C 1.37771 0.85209 1.12809 0.366 0.095 0.176
Cl 2.92209 0.90473 0.28444 -0.004 -0.029 0.103
I 1.83707 0.75486 3.23805 -0.205 -0.067 -0.011
H 2.21006 -4.22485 1.75833 0.032 -0.013 -0.015
H 2.66735 -3.85390 0.24724 0.575 0.142 -0.142
H 3.39077 -1.64573 1.53385 -0.185 0.141 0.002
H 2.02119 -2.15363 2.50022 -0.087 0.010 -0.044
H 2.16464 -1.48622 -0.50677 0.108 0.156 0.151
H 0.85199 -2.41517 0.08391 -0.172 0.158 0.151
H 0.58116 -0.10535 -0.42062 0.169 0.013 0.077
H 0.11479 -1.73739 2.71033 -0.027 0.036 -0.076
H -1.59315 -1.54270 2.81894 0.062 0.018 -0.120
H -0.62521 -3.52594 0.72244 0.035 0.231 -0.028
H -0.56633 -3.88438 2.42202 0.083 0.069 -0.130
H -2.84065 -3.86314 2.72484 -0.251 0.248 -0.104
H -3.16790 -2.80194 1.29851 -0.035 -0.038 0.183
H -1.21658 0.42591 2.86021 0.269 0.055 -0.151
H -3.22034 -0.51405 1.68873 0.086 0.108 -0.333
H -3.19308 0.94135 0.63437 0.075 -0.351 -0.089
H -3.47240 0.98787 3.67743 0.009 0.081 -0.065
H -3.59690 2.34968 2.52005 0.068 0.004 0.440
H -5.81058 1.13649 3.31854 -0.022 0.034 -0.101
H -5.37230 -0.02912 2.06539 -0.179 0.046 0.131
H -5.20637 2.79360 1.13112 -0.112 0.026 0.104
H -6.83992 2.22846 1.55690 0.070 -0.011 -0.057
H -7.65948 0.97338 -0.92348 0.061 -0.148 -0.023
H 1.36797 3.54721 2.19461 -0.180 -0.234 -0.060
H 0.31255 4.18324 0.93986 0.048 -0.045 0.157
H 3.21760 3.32774 0.55904 -0.209 -0.038 -0.076
H 2.58624 4.91546 0.82380 -0.139 0.017 -0.104
H 3.60156 2.78547 -1.41385 0.074 0.121 -0.035
H 4.07014 4.48436 -1.59591 -0.143 0.024 -0.036
H 1.39389 0.83019 -3.98108 0.042 0.008 -0.077
H -0.28811 3.39776 -1.31518 -0.040 0.124 0.090
H -1.41511 1.54858 -0.81809 -0.185 0.216 0.031
C 5.60653 -2.91425 -2.46992 0.333 0.067 -0.017
O 4.45158 -2.63000 -2.04201 -0.328 0.103 0.217
O 6.22804 -1.80506 -3.13697 -0.496 -0.521 0.405
O 6.26460 -3.94399 -2.40051 -0.110 0.114 -0.019
H 5.49115 -1.19148 -3.05133 0.211 0.332 -0.209

Record 2
69
Properties=species:S:1:pos:R:3:forces:R:3 method="wB97M-V/def2-TZVPD" lumo_energy_ev=-1.42 smiles="C[C@@H](F)c1c(Cl)c([PH2]=S)cc2c1C(=O)N(CC(=O)Cl)C2=O.C1CCOC1.C1CCOC1.C1CCOC1" charge=0
C -1.45513 -2.93163 -0.66874 0.318 -0.318 -0.668
C -0.39560 -1.77848 -0.94319 0.415 -1.313 -0.064
F -0.96925 -0.61759 -1.48623 0.338 -0.831 0.719
C 0.50470 -1.53475 0.30520 0.965 0.134 1.141
C 0.37885 -0.44726 1.27155 1.769 -1.245 0.494
Cl -0.92086 0.75558 1.12479 1.060 -0.873 0.181
C 1.33348 -0.32265 2.40006 0.039 -1.201 -1.036
P 1.25357 1.08432 3.64560 1.269 -0.013 0.330
S 2.41887 0.81191 5.18917 -0.414 -0.270 -0.238
C 2.42583 -1.28460 2.62068 -1.616 -0.702 -1.954
C 2.53185 -2.38760 1.67668 -1.881 1.271 -0.471
C 1.58409 -2.49371 0.54425 0.095 1.074 1.733
C 1.97237 -3.78430 -0.25666 -0.633 2.687 1.655
O 1.28687 -4.36281 -1.04349 0.900 -0.126 0.123
N 3.32566 -4.01242 0.18271 1.251 -1.153 -0.714
C 4.24549 -3.23595 -0.69094 -0.101 -0.880 -0.300
C 4.51818 -3.96469 -2.06529 0.710 1.177 -0.113
O 5.09088 -3.33280 -2.89761 -0.300 -0.544 0.294
Cl 3.98666 -5.63531 -2.43726 0.166 0.841 0.710
C 3.53465 -3.58361 1.56794 -2.399 1.783 -0.400
O 4.25180 -4.06775 2.37997 0.104 0.206 -0.572
H -2.51155 -2.57160 -0.70416 0.933 -0.058 0.371
H -1.35115 -3.69335 -1.49361 -0.148 0.843 0.794
H -1.20660 -3.49666 0.27193 -0.461 0.822 -0.792
H 0.28523 -2.19378 -1.74025 -0.588 0.662 0.776
H -0.09707 1.36803 3.99052 0.332 -0.207 -0.588
H 1.76980 2.23494 2.96069 -0.857 -0.538 -0.161
H 3.13515 -1.20987 3.47252 -0.796 0.211 -0.644
H 3.84193 -2.21700 -0.97078 0.210 -0.999 0.209
H 5.19374 -3.03242 -0.12161 -0.685 -0.545 -0.847
C -3.08181 1.32670 -2.82919 0.160 -0.368 -0.001
C -4.08246 2.11373 -3.64393 -0.124 0.405 -0.199
C -5.36215 1.91488 -2.85217 -0.133 -0.150 0.120
O -4.97764 1.76554 -1.47786 0.160 -0.011 -0.199
C -3.55630 1.58423 -1.41099 -0.067 0.202 0.184
H -2.04730 1.62940 -2.99285 -0.036 -0.035 0.022
H -3.16803 0.26228 -3.06454 0.061 0.051 -0.016
H -3.80664 3.17304 -3.64782 -0.042 -0.023 -0.010
H -4.16503 1.77941 -4.67670 0.050 -0.016 0.077
H -5.88042 0.99905 -3.15739 -0.025 0.033 -0.089
H -6.05318 2.75450 -2.95127 -0.011 -0.039 0.121
H -3.11874 2.50496 -1.00713 0.092 -0.034 0.021
H -3.32193 0.76124 -0.73326 -0.108 0.028 0.009
C 3.51443 3.97151 9.02062 0.326 0.102 0.099
C 2.22366 4.71943 8.75274 -0.336 -0.031 0.153
C 2.25415 4.86486 7.24276 0.167 0.065 -0.281
O 2.95940 3.72829 6.72887 0.025 0.216 0.414
C 3.59685 3.04665 7.81915 -0.160 -0.219 -0.195
H 3.52305 3.43629 9.97058 0.000 -0.002 -0.051
H 4.35671 4.66984 9.01374 -0.018 -0.047 0.025
H 1.36954 4.10493 9.05223 0.017 0.051 -0.010
H 2.15336 5.67605 9.27152 0.004 -0.025 -0.043
H 2.80185 5.76472 6.94165 -0.083 0.075 0.036
H 1.25447 4.90309 6.80474 0.058 -0.054 -0.065
H 3.05075 2.11397 7.99790 0.069 -0.029 0.040
H 4.62509 2.80097 7.54775 -0.063 0.013 -0.107
C -2.05414 -1.96318 -6.73718 0.015 -0.288 0.197
C -3.14175 -1.44996 -7.66059 0.011 0.100 -0.330
C -3.86345 -0.45343 -6.77134 -0.181 0.054 0.221
O -2.88638 0.07812 -5.86576 0.063 -0.316 -0.241
C -1.69477 -0.71487 -5.95170 0.146 0.267 0.004
H -1.20146 -2.39678 -7.26025 -0.021 0.039 0.031
H -2.46543 -2.72247 -6.06528 0.051 0.016 -0.025
H -2.69146 -0.93286 -8.51293 -0.049 -0.027 0.017
H -3.79803 -2.23139 -8.04447 0.006 0.044 0.034
H -4.64254 -0.94263 -6.17647 -0.058 -0.015 -0.079
H -4.31862 0.36140 -7.33783 0.041 0.041 0.095
H -0.93455 -0.12323 -6.47297 0.069 -0.070 0.028
H -1.33154 -0.94048 -4.94686 -0.070 0.107 0.023

Record 3
86
Properties=species:S:1:pos:R:3:forces:R:3 method="wB97M-V/def2-TZVPD" lumo_energy_ev=0.33 smiles="O=C1OC[C@@H](F)O1.O=C1OC[C@@H](F)O1.O=C1OC[C@@H](F)O1.O=C1OC[C@@H](F)O1.O=C1OC[C@@H](F)O1.COC(=O)OC.COC(=O)OC.COC(=O)OC" charge=0 relative_energy_ev=1.707
C -1.35715 -6.01271 -1.44669 -0.515 -0.823 0.323
C -2.12407 -4.71932 -0.99719 0.585 -3.840 0.138
O -1.81640 -3.96275 -2.03267 0.011 3.121 -3.097
C -0.62334 -4.31693 -2.62524 1.258 2.819 -1.110
O 0.02972 -3.58418 -3.33899 -1.487 -1.126 0.962
O -0.27045 -5.49641 -2.22681 -0.105 -1.145 0.463
F -1.50998 -4.24291 0.07401 0.702 0.991 2.278
H -1.98282 -6.58440 -2.13213 -0.098 -0.207 0.184
H -0.89956 -6.65303 -0.69257 -0.409 0.235 0.172
H -3.19121 -4.80954 -0.79429 0.037 0.079 -0.309
C -0.37773 -1.06975 -1.24958 -0.033 1.041 -0.616
C -0.35577 0.51694 -1.27988 0.964 -3.526 -0.190
O 0.97671 0.72201 -0.85116 -0.130 1.720 0.987
C 1.47637 -0.32960 -0.13835 2.046 -0.850 1.544
O 2.38173 -0.28969 0.70927 -3.040 0.180 -3.060
O 0.88762 -1.45806 -0.59743 -1.325 0.750 0.220
F -1.31377 0.93572 -0.42697 0.350 1.026 0.038
H -0.46278 -1.46723 -2.26095 0.515 -0.191 0.138
H -1.27467 -1.37022 -0.70798 0.439 -0.241 0.440
H -0.49664 0.92268 -2.28170 -0.028 0.308 0.303
C -0.11306 -1.72235 4.41374 1.959 0.690 -0.449
C -1.44903 -1.54911 4.98979 -0.950 -1.362 0.953
O -2.27705 -1.31675 3.88258 -0.494 0.761 -0.676
C -1.53907 -0.74789 2.88261 0.749 0.693 -1.903
O -1.93706 -0.24234 1.82527 1.309 -1.832 4.079
O -0.20394 -0.87149 3.29139 -1.669 0.490 -2.831
F -1.42684 -0.49512 5.82137 -0.409 1.200 0.493
H 0.20038 -2.74014 4.18146 -0.321 -0.025 -0.317
H 0.70690 -1.20779 4.91474 -0.297 -0.603 1.044
H -1.87730 -2.37762 5.55393 0.071 -0.115 -0.228
C -5.00296 1.07055 0.73442 0.520 0.840 0.762
C -5.17304 0.49416 2.12113 0.419 -1.494 -0.294
O -4.87046 -0.88806 1.93496 -0.368 -0.987 -2.031
C -4.93486 -1.21999 0.54376 -1.319 -2.256 -1.510
O -4.93786 -2.36704 -0.02781 0.478 5.928 3.526
O -5.16405 -0.02837 -0.13013 -0.341 -1.935 0.204
F -6.51620 0.62616 2.51981 1.470 -0.145 -0.211
H -4.03768 1.49879 0.46434 0.226 0.004 0.698
H -5.71991 1.89155 0.74102 -0.553 -0.382 -1.166
H -4.47471 0.82527 2.88976 -0.520 0.302 0.104
C -3.60155 2.10147 -3.52573 -0.268 -0.953 0.235
C -4.10783 0.60389 -3.49558 0.422 2.354 -0.114
O -5.50600 0.87135 -3.43988 -0.863 -0.160 0.247
C -5.77474 2.17726 -2.99762 -0.572 -0.018 0.123
O -6.78503 2.79134 -2.82180 -0.461 -1.989 -0.460
O -4.64597 2.77816 -2.76507 3.489 0.375 -0.340
F -3.62703 -0.04345 -2.39252 -0.454 0.252 0.103
H -3.61641 2.52310 -4.53076 -0.147 -0.241 -0.053
H -2.59517 2.24959 -3.13413 -0.386 -0.022 0.469
H -3.79831 -0.02183 -4.33270 -0.584 0.306 -0.185
C 7.47400 -2.42693 5.37409 -1.071 -0.084 -0.120
O 6.06309 -2.12392 5.13899 0.152 -0.686 0.529
C 5.57731 -1.10736 4.42263 1.884 1.025 -1.084
O 6.23196 -0.21311 3.90295 -1.094 -1.071 0.844
O 4.27500 -1.31281 4.31845 -1.340 -0.651 1.534
C 3.41907 -0.35597 3.70570 1.537 1.198 -1.647
H 7.46361 -3.45559 5.73446 -0.194 -0.020 -0.180
H 7.85372 -1.84952 6.21701 0.144 0.470 -0.521
H 8.04319 -2.40903 4.44468 0.058 0.515 0.225
H 2.36410 -0.61087 3.60500 0.501 -0.876 0.187
H 3.90680 -0.25262 2.73640 -0.863 0.315 -0.439
H 3.44781 0.65052 4.12316 0.312 -0.185 0.698
C -1.99580 1.82212 -7.05655 -0.125 1.285 0.444
O -0.70592 1.29475 -6.75266 1.010 -0.590 0.720
C -0.38867 0.66270 -5.59240 -3.192 -1.581 0.668
O -1.26747 0.26788 -4.76759 3.200 1.629 -1.992
O 0.92601 0.40565 -5.59325 -1.000 0.711 -0.545
C 1.50057 -0.16162 -4.43990 0.258 -0.983 1.696
H -1.79018 2.65605 -7.72764 0.088 -0.318 -0.337
H -2.44887 2.33909 -6.21063 0.080 -0.487 0.332
H -2.73718 1.16927 -7.51725 0.506 -0.524 0.173
H 2.58985 -0.12407 -4.42702 -0.109 0.832 -0.623
H 1.34404 -1.23268 -4.31176 -0.748 -0.097 -0.442
H 1.11920 0.31539 -3.53706 0.121 0.132 -0.129
C 4.62537 6.65718 1.66153 -1.941 -1.129 -0.862
O 5.68956 5.71383 1.70808 1.208 2.653 0.298
C 5.53470 4.42764 1.62868 -2.670 -0.999 1.340
O 6.43855 3.67944 1.63846 1.694 -1.320 -0.589
O 4.21589 4.03632 1.73822 0.212 1.159 -0.414
C 3.91557 2.65309 1.59290 0.708 -0.504 -0.503
H 4.83459 7.69478 1.40129 1.208 -0.404 0.041
H 4.01475 6.67844 2.56420 0.284 -0.276 0.203
H 4.00520 6.24733 0.86434 -0.572 0.547 0.040
H 3.87383 2.15814 2.56315 -0.051 0.178 -0.075
H 4.70659 2.19131 1.00203 0.015 -0.175 0.161
H 2.99018 2.52125 1.03223 -0.083 0.318 0.292

no.,gap between HOMO and LUMO (eV),E (Eh)
1,4.711,-7056.824966
2,7.411,-3200.176301
3,10.710,-3239.366078